This record from the Open Molecules 2025 dataset describes C5H6N2S in the gas phase in a non-equilibrium geometry. The level of theory is ωB97M-V/def2-TZVPD.

```
14
Properties=species:S:1:pos:R:3:forces:R:3:nbo_charge:R:1
H 1.8730 0.2294 2.3517 -1.401 -1.546 -1.630 0.2357
N 2.0795 -2.8460 -0.7796 1.305 -0.943 -3.329 -0.3132
H -2.0409 -0.1955 -1.3208 1.016 0.909 0.733 0.1967
H -0.9465 2.7011 -1.1169 0.330 -0.563 0.278 0.2018
C -1.5015 1.7827 -1.3062 -0.136 4.477 -0.425 -0.3876
C 1.6098 -2.5492 0.1994 -0.680 0.491 2.381 -0.0073
C -1.3230 0.5651 -0.8693 -2.404 -4.522 -1.680 -0.0727
N -0.4291 -0.0104 -0.1185 1.619 -4.265 1.919 -0.3526
H -2.3999 1.9853 -1.8453 -0.379 -0.101 -0.435 0.2035
H -0.4034 -1.1259 -0.0512 -0.670 3.043 -0.516 0.4308
C 0.4883 0.4400 0.7488 -2.901 5.239 -3.819 -0.3117
H 0.7681 1.4613 0.8468 -0.628 0.965 -0.629 0.2142
C 1.2063 -0.3007 1.5477 5.278 -5.494 6.363 -0.2963
S 1.0194 -2.1371 1.7133 -0.349 2.308 0.787 0.2586
```
Forces are in eV/Å.

Its energy is -701.5836 hartree. As for the spin multiplicity: 3. The HOMO energy (alpha / beta) comes out at -4.674 / -9.486 eV. The LUMO energy (alpha / beta) comes out at 0.590 / -2.574 eV. As for the energy relative to the best compared isomer or geometry (same formula, charge and spin): 221.1 kJ/mol.

***

This record from the Open Molecules 2025 dataset describes a gas-phase ion, C5H6N3S (charge +1) in a non-equilibrium geometry. The level of theory is ωB97M-V/def2-TZVPD.

```
15
Properties=species:S:1:pos:R:3:forces:R:3:nbo_charge:R:1
C 0.5246 -0.6980 -0.5124 -3.631 2.704 -6.409 -0.1441
N -0.8099 1.1850 -0.6914 -1.051 -0.591 0.831 -0.4602
H 0.5989 -1.4764 -1.2522 0.187 -0.618 -0.657 0.2446
H -2.3333 -0.2800 1.3794 0.891 0.042 -1.264 0.4921
C -0.4589 -1.1230 1.4532 1.353 -1.806 3.145 0.3740
N -1.4370 -0.4473 0.8743 0.383 -1.431 0.977 -0.5394
S -1.6943 2.2679 0.0681 -1.740 1.885 0.630 0.1613
H -0.4054 -1.6877 2.5135 -0.683 1.726 -2.587 0.2855
H 2.2824 0.3441 -1.4461 -0.351 0.693 0.165 0.2522
C 0.4122 1.5718 -1.2264 3.436 0.603 0.911 -0.0053
C 1.2584 0.5080 -1.0973 0.127 0.371 0.072 -0.1807
H 0.7075 2.7314 -1.1697 -1.041 -2.888 -1.066 0.3025
N 0.6233 -1.2139 0.6930 4.383 -2.297 4.932 -0.5237
C -0.9207 -0.1444 -0.4229 0.651 1.577 -0.933 0.2743
H 1.6522 -1.5376 0.8369 -2.912 0.030 1.253 0.4671
```
Forces are in eV/Å.

Its energy is -756.1741 hartree. Its SMILES is [S-]N1C=C[C@H]2[NH+]=C[NH+]=C21. The HOMO energy (alpha / beta) comes out at -12.506 / -12.531 eV. The LUMO energy (alpha / beta) comes out at -5.245 / -5.137 eV. Its net charge is +1. As for the energy relative to the best compared isomer or geometry (same formula, charge and spin): 364.6 kJ/mol.

***

This record from the Open Molecules 2025 dataset describes a molecular structure, C5H6N4 in a non-equilibrium geometry. The level of theory is ωB97M-V/def2-TZVPD.

```
15
Properties=species:S:1:pos:R:3:forces:R:3:nbo_charge:R:1
N 0.4137 -0.3458 -0.5012 -3.578 0.955 1.755 -0.4121
C -2.0341 -1.5112 0.2158 0.641 2.741 0.953 -0.3136
H 1.6626 2.5553 0.3934 0.722 2.134 0.684 0.2262
H -3.0030 0.3173 -0.8312 3.870 -1.176 1.255 0.2544
H -0.9278 2.4416 -0.0617 -1.580 1.359 0.033 0.4063
N 2.6647 -0.2667 -0.1435 0.451 2.417 -0.311 -0.1708
H -1.2290 -2.1109 1.1351 -2.419 2.349 -3.627 0.2464
N 2.5065 -1.4717 0.0434 3.379 -0.802 -0.239 -0.2693
C -0.7330 0.2990 -0.1155 10.279 6.077 -1.746 0.2426
H 3.5952 -1.8336 -0.0096 -3.035 0.516 0.360 0.3032
H -3.0597 -1.8978 0.1974 0.563 -0.393 -0.199 0.1850
C 1.0068 1.8134 0.1327 -0.670 -5.631 -1.470 -0.0925
C 1.4116 0.4914 -0.2307 0.746 -0.266 1.045 0.1713
N -0.3747 1.6791 0.1696 1.535 -2.452 0.139 -0.5084
C -1.8998 -0.1594 -0.3941 -10.904 -7.829 1.368 -0.2685
```
Forces are in eV/Å.

Its energy is -412.9150 hartree. The HOMO energy comes out at -7.940 eV. The LUMO energy comes out at 0.086 eV. As for the energy relative to the best compared isomer or geometry (same formula, charge and spin): 547.9 kJ/mol.

***

This record from the Open Molecules 2025 dataset describes C5H6N4 in the gas phase in a non-equilibrium geometry. The level of theory is ωB97M-V/def2-TZVPD.

```
15
Properties=species:S:1:pos:R:3:forces:R:3:nbo_charge:R:1
H -2.1550 -1.6287 0.7318 0.089 0.259 0.172 0.3725
C -1.0104 -0.1090 -0.0126 0.309 -0.119 0.019 0.2701
N -1.2374 1.2557 -0.0165 -0.401 0.131 0.300 -0.4821
C 0.9290 1.0002 -0.0253 0.096 0.173 -0.080 -0.0200
N 2.3623 0.9074 -0.0604 -0.570 -1.214 0.443 -0.1118
N -2.1455 -0.9565 -0.0272 0.139 -0.082 0.326 -0.8400
H 1.5763 -1.9693 -0.7957 0.045 0.280 -0.145 0.2341
C -0.0742 1.9558 0.0054 1.126 0.101 -0.081 -0.0614
C 1.4872 -1.2358 0.0093 0.478 -0.197 0.839 -0.3289
H -2.1594 1.6846 0.0552 0.459 -0.473 -0.081 0.4241
H 1.5641 -1.8319 0.9487 -0.048 0.457 -0.477 0.2340
N 2.6851 -0.3114 -0.0094 -0.093 0.729 -0.408 -0.1208
H -0.0206 3.0375 0.0789 -0.151 -0.351 -0.146 0.2248
C 0.3630 -0.2892 -0.0215 -1.373 0.485 -0.076 -0.1647
H -2.1645 -1.5095 -0.8607 -0.105 -0.179 -0.606 0.3700
```
Forces are in eV/Å.

Its energy is -413.0983 hartree. Its SMILES is Nc1[nH]cc2c1CN=N2. The HOMO energy comes out at -8.390 eV. The LUMO energy comes out at 0.682 eV. As for the energy relative to the best compared isomer or geometry (same formula, charge and spin): 66.4 kJ/mol.

***

This record from the Open Molecules 2025 dataset describes C5H6N4O in the gas phase in a non-equilibrium geometry. The level of theory is ωB97M-V/def2-TZVPD.

```
16
Properties=species:S:1:pos:R:3:forces:R:3:nbo_charge:R:1
H 3.5762 0.5969 0.8717 -0.125 -1.361 -0.636 0.4164
H 3.4211 -1.1329 0.0638 1.441 2.157 1.074 0.4182
H -0.5166 -2.4756 -0.4068 0.232 1.476 0.282 0.2406
N -0.2075 0.9930 -0.0065 -0.680 -1.838 -0.481 -0.4031
C -0.7735 -0.3138 0.0046 -2.985 2.512 0.451 -0.0143
N -2.8252 0.9416 -0.0841 -1.452 1.037 0.023 -0.8180
C 1.8495 -0.2166 0.0607 -1.389 4.393 -1.504 0.3740
H -3.8208 1.0429 -0.0571 -0.335 -0.255 0.064 0.3913
N 1.2554 -1.3256 -0.2050 0.837 -1.664 0.566 -0.4844
N 3.2134 -0.0873 0.1858 -0.707 -2.738 -0.493 -0.8307
O -3.0187 -1.2607 0.2647 -0.730 -1.499 0.362 -0.6057
H 1.5641 2.0940 -0.2989 -0.684 -1.822 0.569 0.2028
C -2.3396 -0.2918 0.1186 2.992 1.230 -0.826 0.6606
C 1.0717 1.0680 -0.0988 1.269 -0.574 0.705 0.0152
C -0.1052 -1.4459 -0.2196 1.518 -0.621 -0.224 0.0180
H -2.3445 1.8139 -0.1934 0.799 -0.433 0.068 0.4191
```
Forces are in eV/Å.

Its energy is -488.3868 hartree. Its SMILES is NC(=O)c1cnc(N)cn1. The HOMO energy comes out at -9.005 eV. The LUMO energy comes out at 0.625 eV. As for the energy relative to the best compared isomer or geometry (same formula, charge and spin): 99.9 kJ/mol.

***

This record from the Open Molecules 2025 dataset describes a molecular structure, C5H6N4O2 in a non-equilibrium geometry. The level of theory is ωB97M-V/def2-TZVPD.

```
17
Properties=species:S:1:pos:R:3:forces:R:3:nbo_charge:R:1
N 1.6251 -0.9551 -0.3874 1.811 -0.027 -0.147 -0.4818
C 0.6878 1.5580 0.3356 -1.666 3.530 1.851 0.5363
H -1.0876 -2.4087 0.1232 0.585 0.397 -0.934 0.2612
C 2.3961 0.0478 -0.1094 2.401 -1.274 -0.969 0.3190
O -3.8438 0.0409 1.2271 2.442 0.070 -0.490 -0.4499
O 0.2705 2.6771 0.6973 0.871 -1.858 -0.867 -0.6013
C -0.5729 -1.9196 -0.7500 0.517 -0.037 0.923 -0.6550
H -1.3227 -1.5546 -1.4559 0.144 -0.297 0.031 0.2431
C 0.2882 -0.7786 -0.3093 -0.959 -0.415 -0.072 0.1910
H -2.3149 1.5398 -0.1630 -1.428 1.733 -0.703 0.3873
H 0.2334 -2.5238 -1.1835 -0.991 -0.667 -0.235 0.2423
N 2.0295 1.2732 0.2402 1.991 1.613 0.882 -0.5564
N -2.0191 0.7449 0.3106 6.585 -2.297 -0.181 -0.3603
H 2.8162 1.9658 0.5564 -2.491 -1.444 -0.917 0.4521
H 3.5142 -0.0256 -0.2620 -1.356 -0.423 0.364 0.1960
N -2.5960 -0.1025 1.0646 -2.680 -0.240 0.617 0.1839
C -0.1039 0.4210 0.0656 -5.776 1.637 0.845 0.0924
```
Forces are in eV/Å.

Its energy is -563.4756 hartree. The HOMO energy comes out at -9.047 eV. The LUMO energy comes out at -0.088 eV. As for the energy relative to the best compared isomer or geometry (same formula, charge and spin): 488.7 kJ/mol.